Entry 1:
Density functional theory data (the ωB97M-V functional and the def2-TZVPD basis) for a structure of composition C28H41EuN3O3S3Se.

Geometry as ORCA input:
```
! RIJCOSX wB97M-V def2-TZVPD def2/J DEFGRID3
* xyz 1 7
Eu -1.110 1.477 -0.363
O -2.294 2.942 3.574
C -2.269 2.362 2.535
O -1.581 2.754 1.500
C -2.949 1.014 2.403
C -3.804 0.575 3.403
C -4.174 -0.760 3.366
C -3.576 -1.605 2.429
C -2.885 -1.042 1.358
N -2.652 0.243 1.329
H -4.040 1.202 4.191
H -4.858 -1.200 4.064
H -3.815 -2.655 2.315
H -2.607 -1.652 0.539
C 0.978 4.668 -2.302
C 1.103 3.555 -3.304
S -0.110 2.203 -3.149
C -1.669 2.906 -3.714
C -2.125 4.250 -3.104
S -2.546 4.098 -1.344
C -1.605 5.479 -0.619
C -0.353 5.163 0.145
S 0.774 3.945 -0.637
H 0.194 5.341 -2.571
H 1.912 5.274 -2.336
H 2.073 3.033 -3.197
H 1.150 3.914 -4.321
H -2.379 2.131 -3.486
H -1.605 3.095 -4.792
H -3.056 4.482 -3.613
H -1.497 5.123 -3.208
H -2.253 5.950 0.123
H -1.457 6.234 -1.402
H -0.604 4.681 1.055
H 0.154 6.090 0.364
C 3.889 -1.750 -2.408
C 2.878 -2.723 -1.746
C 1.476 -2.696 -2.396
C 0.692 -1.476 -1.906
N 0.440 -1.611 -0.432
C 0.999 -0.967 0.598
Se 1.697 0.746 0.316
N 0.981 -1.665 1.699
C 1.434 -1.318 3.045
C 2.628 -2.188 3.420
C 3.884 -1.839 2.657
C 4.588 -0.529 2.942
C 0.327 -2.856 1.394
C -0.255 -3.781 2.292
C -0.982 -4.792 1.743
C -1.186 -4.873 0.378
C -0.795 -3.841 -0.453
C 0.018 -2.843 0.045
H 4.824 -1.761 -1.894
H 3.568 -0.735 -2.556
H 4.098 -2.093 -3.432
H 2.825 -2.580 -0.654
H 3.222 -3.752 -1.910
H 0.970 -3.629 -2.129
H 1.587 -2.646 -3.497
H -0.329 -1.288 -2.358
H 1.264 -0.574 -1.962
H 0.544 -1.378 3.753
H 1.730 -0.313 2.930
H 2.445 -3.237 3.212
H 2.762 -2.148 4.469
H 3.744 -2.067 1.619
H 4.562 -2.609 2.977
H 3.959 0.372 2.835
H 5.510 -0.350 2.316
H 4.892 -0.399 4.002
H -0.138 -3.660 3.316
H -1.255 -5.609 2.364
H -1.606 -5.789 -0.054
H -1.046 -3.881 -1.505
C -3.066 -0.850 -2.055
O -2.163 0.101 -1.570
H -4.108 -0.715 -1.668
H -2.755 -1.869 -1.808
H -3.219 -0.813 -3.162
*
```

Properties
energy	-157492.8729	eV
E_HOMO (spin up / spin down)	-0.40514 / -0.40548	Eh
frontier orbital gap (spin up / spin down)	7.709 / 8.912	eV


Entry 2:
Density functional theory data (the ωB97M-V functional and the def2-TZVPD basis) for a cluster of 2 separate species, C28H41F6N2O2Si2 in total.

Geometry as ORCA input:
```
! RIJCOSX wB97M-V def2-TZVPD def2/J DEFGRID3
* xyz 1 1
C 1.674 2.755 -1.729
Si 2.161 2.045 -3.375
C 2.875 3.304 -4.543
C 3.243 0.553 -3.205
O 0.676 1.531 -4.066
C -0.114 0.644 -3.429
C 0.154 -0.680 -3.320
C -0.893 -1.596 -2.881
O -1.232 1.113 -2.879
Si -2.343 2.206 -3.600
C -3.397 2.656 -2.134
C -1.465 3.669 -4.322
C -3.223 1.241 -4.924
H 2.608 2.999 -1.199
H 1.085 3.677 -1.839
H 1.099 2.047 -1.110
H 3.829 3.650 -4.116
H 3.082 2.875 -5.534
H 2.223 4.178 -4.674
H 4.157 0.887 -2.691
H 2.771 -0.239 -2.608
H 3.524 0.141 -4.184
H 1.077 -1.041 -3.765
H -0.616 -2.615 -3.174
H -1.010 -1.593 -1.792
H -1.862 -1.335 -3.333
H -4.186 3.346 -2.469
H -3.877 1.770 -1.692
H -2.807 3.156 -1.350
H -2.241 4.324 -4.750
H -0.914 4.246 -3.569
H -0.774 3.390 -5.129
H -3.992 1.896 -5.362
H -2.536 0.938 -5.728
H -3.718 0.343 -4.529
C 0.715 4.231 3.869
N -0.589 3.680 3.612
C -1.714 4.404 4.182
C -1.999 3.850 5.549
F -2.990 4.484 6.232
F -2.352 2.517 5.437
F -0.858 3.884 6.326
C -0.764 2.480 2.962
C -1.597 2.382 1.810
C -1.651 1.208 1.099
C -1.015 0.010 1.571
C -1.053 -1.171 0.778
C -0.439 -2.418 1.089
C -0.920 -3.639 0.495
C -0.371 -4.866 0.807
C 0.676 -4.965 1.760
N 1.261 -6.191 2.043
C 0.637 -7.186 2.876
C 2.489 -6.602 1.370
C 3.680 -5.962 2.019
F 4.877 -6.488 1.643
F 3.711 -4.620 1.706
F 3.589 -6.061 3.392
C 1.171 -3.770 2.338
C 0.685 -2.537 1.959
C -0.428 0.082 2.878
C -0.181 1.296 3.479
H 1.416 3.929 3.077
H 0.634 5.327 3.876
H 1.125 3.898 4.835
H -1.428 5.453 4.285
H -2.598 4.237 3.561
H -2.161 3.268 1.499
H -2.226 1.150 0.165
H -1.729 -1.150 -0.080
H -1.752 -3.579 -0.213
H -0.720 -5.793 0.340
H -0.447 -7.014 2.937
H 0.834 -8.180 2.451
H 1.048 -7.166 3.901
H 2.580 -7.689 1.459
H 2.459 -6.261 0.326
H 1.941 -3.832 3.105
H 1.187 -1.656 2.361
H -0.162 -0.823 3.424
H 0.388 1.363 4.414
*
```

Properties
energy	-68833.4475	eV
E_HOMO	-0.36651	Eh
frontier orbital gap	4.663	eV


Entry 3:
Density functional theory data (the ωB97M-V functional and the def2-TZVPD basis) for a cluster of 3 separate species, C28H41FN2O5 in total.

Geometry as ORCA input:
```
! RIJCOSX wB97M-V def2-TZVPD def2/J DEFGRID3
* xyz 0 3
O 1.934 -4.095 -1.977
C 1.063 -3.353 -2.380
C 0.293 -2.418 -1.485
C -0.990 -2.218 -1.731
C -1.643 -2.939 -2.885
O -2.771 -3.374 -2.833
C -0.733 -3.106 -4.085
C -1.160 -3.036 -5.381
F -2.445 -2.837 -5.639
C -0.248 -3.162 -6.398
C 1.071 -3.364 -6.138
O 1.999 -3.465 -7.149
C 1.534 -3.449 -4.829
C 0.618 -3.313 -3.831
H 0.815 -1.911 -0.679
H -1.591 -1.534 -1.136
H -0.583 -3.075 -7.427
H 2.688 -2.830 -6.928
H 2.582 -3.598 -4.591
C -3.754 3.732 1.308
C -3.142 2.448 0.682
C -3.402 2.412 -0.830
C -4.826 2.023 -1.213
C -5.228 0.724 -0.520
C -5.055 0.799 0.998
N -3.683 1.246 1.386
O -2.863 0.255 1.209
C -6.124 1.750 1.574
C -5.389 -0.561 1.611
C -1.631 2.592 0.880
H -4.308 3.520 2.221
H -2.983 4.443 1.604
H -4.423 4.254 0.620
H -2.718 1.697 -1.299
H -3.164 3.387 -1.263
H -5.526 2.826 -0.969
H -4.887 1.889 -2.296
H -6.266 0.488 -0.762
H -4.626 -0.096 -0.925
H -6.006 1.864 2.653
H -7.120 1.345 1.393
H -6.114 2.741 1.125
H -4.782 -1.365 1.195
H -6.430 -0.816 1.412
H -5.246 -0.551 2.693
H -1.367 2.579 1.939
H -1.294 3.540 0.459
H -1.069 1.806 0.376
C 5.811 1.350 2.899
C 4.473 1.488 2.121
C 3.281 1.386 3.084
C 2.966 -0.034 3.544
C 2.828 -0.964 2.343
C 4.061 -0.928 1.436
N 4.421 0.465 1.035
O 3.579 0.861 0.127
C 5.235 -1.608 2.168
C 3.814 -1.810 0.215
C 4.484 2.913 1.562
H 6.503 0.668 2.406
H 6.343 2.299 2.957
H 5.665 1.002 3.923
H 2.387 1.791 2.598
H 3.463 2.018 3.957
H 3.734 -0.397 4.232
H 2.031 -0.033 4.110
H 2.656 -1.986 2.690
H 1.936 -0.681 1.774
H 6.147 -1.563 1.571
H 5.007 -2.660 2.343
H 5.448 -1.179 3.145
H 2.924 -1.514 -0.337
H 3.664 -2.846 0.518
H 4.663 -1.783 -0.471
H 5.284 3.044 0.831
H 4.647 3.624 2.372
H 3.540 3.181 1.090
*
```

Properties
energy	-45631.6062	eV
E_HOMO (spin up / spin down)	-0.31741 / -0.34717	Eh
frontier orbital gap (spin up / spin down)	7.960 / 8.770	eV


Entry 4:
Density functional theory data (the ωB97M-V functional and the def2-TZVPD basis) for a structure of composition C28H41IrN7O8PS3.

Geometry as ORCA input:
```
! RIJCOSX wB97M-V def2-TZVPD def2/J DEFGRID3
* xyz 2 1
Ir 0.547 0.156 0.257
C 0.659 -2.820 8.440
C 0.934 -2.299 7.060
C 0.326 -2.883 5.946
C 0.590 -2.428 4.669
C 1.472 -1.363 4.505
C 2.089 -0.761 5.592
C 1.813 -1.237 6.863
S 1.846 -0.838 2.887
O 2.606 0.419 2.976
O 2.594 -1.881 2.190
N 0.440 -0.659 2.152
C -0.548 0.127 2.928
C -1.555 0.822 2.014
O -2.537 1.346 2.460
O -1.252 0.819 0.723
H -0.344 -3.236 8.513
H 0.768 -2.037 9.188
H 1.366 -3.615 8.687
H -0.367 -3.703 6.087
H 0.114 -2.882 3.808
H 2.761 0.074 5.446
H 2.284 -0.770 7.719
H -0.078 0.910 3.534
H -1.107 -0.512 3.613
N 4.517 0.927 1.158
C 5.009 -0.368 0.594
P 3.829 -1.035 -0.673
O 4.382 -0.812 -2.015
O 2.462 -0.502 -0.312
C 3.803 -2.853 -0.298
N 2.430 -3.337 0.038
H 5.249 1.390 1.699
H 3.696 0.766 1.802
H 4.233 1.561 0.410
H 5.148 -1.046 1.433
H 5.963 -0.192 0.101
H 4.429 -3.083 0.563
H 4.180 -3.390 -1.166
H 2.108 -2.801 0.882
H 2.431 -4.333 0.257
H 1.771 -3.192 -0.731
C -3.831 -4.875 -4.065
C -3.544 -3.447 -3.693
C -2.857 -2.611 -4.574
C -2.577 -1.296 -4.241
C -2.998 -0.806 -3.013
C -3.670 -1.618 -2.112
C -3.946 -2.933 -2.462
S -2.667 0.893 -2.569
C -4.066 1.658 -3.395
O -1.472 1.315 -3.382
H -4.172 -4.951 -5.097
H -4.595 -5.308 -3.421
H -2.932 -5.490 -3.979
H -2.550 -2.995 -5.540
H -2.048 -0.640 -4.922
H -3.984 -1.228 -1.150
H -4.487 -3.567 -1.770
H -4.019 1.418 -4.456
H -3.991 2.732 -3.236
H -4.986 1.280 -2.950
C 1.101 2.678 0.895
N 1.308 3.174 -0.457
C 0.744 2.522 -1.510
N 0.465 3.155 -2.645
O 0.508 1.290 -1.455
H 1.660 3.281 1.609
H 1.569 1.665 1.059
H 0.050 2.691 1.179
H 1.385 4.177 -0.534
H 0.514 4.156 -2.723
H -0.176 2.652 -3.255
N 0.826 -1.011 -2.809
C 0.198 -1.792 -1.950
N -0.164 -1.475 -0.707
C -0.948 -2.507 -0.124
C -1.706 -2.447 1.038
C -2.425 -3.564 1.429
C -2.409 -4.740 0.681
C -1.700 -4.797 -0.504
C -0.991 -3.669 -0.891
S -0.165 -3.433 -2.410
H 0.879 -0.015 -2.629
H 1.041 -1.349 -3.732
H -1.773 -1.539 1.607
H -3.026 -3.512 2.327
H -2.980 -5.598 1.008
H -1.723 -5.682 -1.127
*
```

Properties
energy	-101136.5603	eV
ΔE to the lowest compared entry with this formula, charge and spin	1.2831	eV
E_HOMO	-0.48381	Eh
frontier orbital gap	7.830	eV


Entry 5:
Density functional theory data (the ωB97M-V functional and the def2-TZVPD basis) for a structure of composition C28H42CaN3O4SSi3.

Geometry as ORCA input:
```
! RIJCOSX wB97M-V def2-TZVPD def2/J DEFGRID3
* xyz -1 1
Ca 0.772 -0.615 -0.152
C -1.798 -3.503 6.599
C -0.858 -2.873 5.619
C -0.658 -3.505 4.404
C 0.162 -2.986 3.451
C 0.994 -1.965 3.710
C 0.986 -1.408 4.991
C 0.005 -1.795 5.891
S 2.127 -1.319 2.517
O 3.441 -1.468 3.076
O 1.707 0.065 2.267
N 1.841 -2.052 1.164
C 2.151 -3.434 0.814
C 1.127 -3.678 -0.376
O 0.734 -4.793 -0.680
O 0.801 -2.644 -1.081
H -1.996 -4.542 6.389
H -2.782 -3.056 6.661
H -1.341 -3.506 7.561
H -1.389 -4.270 4.153
H 0.107 -3.383 2.404
H 1.769 -0.750 5.252
H 0.049 -1.383 6.873
H 2.002 -4.158 1.654
H 3.110 -3.569 0.412
C -1.426 -1.158 -3.778
Si -1.620 0.559 -3.074
C -3.293 0.429 -2.166
C -2.018 1.516 -4.684
C -0.240 1.207 -2.073
Si -0.609 2.749 -1.134
C -1.067 2.373 0.674
C -1.902 3.926 -1.935
C 0.847 3.932 -1.043
Si 1.267 1.271 -3.097
C 1.478 2.664 -4.379
C 1.671 -0.239 -4.048
C 2.703 1.755 -1.902
C 3.764 2.571 -2.258
C 4.761 2.851 -1.371
C 4.729 2.230 -0.164
C 3.702 1.391 0.139
N 2.689 1.161 -0.678
H -2.411 -1.511 -4.157
H -1.076 -1.874 -3.036
H -0.733 -1.172 -4.626
H -3.983 0.521 -2.978
H -3.544 1.314 -1.516
H -3.507 -0.450 -1.585
H -2.993 1.095 -5.042
H -1.290 1.304 -5.499
H -2.129 2.601 -4.616
H -1.997 1.783 0.701
H -1.196 3.330 1.200
H -0.204 1.821 1.151
H -2.686 3.412 -2.426
H -1.352 4.467 -2.718
H -2.310 4.666 -1.133
H 1.738 3.497 -0.587
H 0.523 4.720 -0.361
H 1.139 4.359 -2.046
H 1.972 3.476 -3.909
H 0.482 2.907 -4.772
H 2.181 2.289 -5.208
H 0.924 -0.330 -4.812
H 1.719 -1.173 -3.475
H 2.622 -0.111 -4.535
H 3.857 3.052 -3.227
H 5.539 3.539 -1.645
H 5.563 2.329 0.540
H 3.693 0.891 1.120
C -3.752 -1.400 2.588
C -3.424 -2.235 1.486
C -2.196 -2.124 0.906
N -1.253 -1.277 1.319
C -1.538 -0.516 2.362
C -2.731 -0.538 3.030
H -4.691 -1.578 3.156
H -4.080 -3.000 1.130
H -1.936 -2.820 0.082
H -0.719 0.157 2.588
H -2.717 -0.017 3.940
*
```

Properties
energy	-95291.9258	eV
E_HOMO	-0.17580	Eh
frontier orbital gap	7.102	eV


Entry 6:
Density functional theory data (the ωB97M-V functional and the def2-TZVPD basis) for a structure of composition C28H42Cl4EuNO7PSi4.

Geometry as ORCA input:
```
! RIJCOSX wB97M-V def2-TZVPD def2/J DEFGRID3
* xyz -1 7
Eu -0.968 0.705 -0.692
O -3.967 1.917 2.221
C -3.147 1.294 1.572
O -2.301 1.762 0.730
C -3.070 -0.222 1.764
C -3.833 -0.811 2.800
C -3.737 -2.147 3.007
C -2.899 -2.919 2.174
C -2.730 -4.315 2.340
C -1.900 -5.014 1.518
C -1.205 -4.345 0.482
C -1.351 -3.004 0.299
C -2.196 -2.253 1.150
N -2.283 -0.900 0.972
H -4.450 -0.159 3.400
H -4.287 -2.633 3.805
H -3.268 -4.814 3.138
H -1.769 -6.079 1.656
H -0.540 -4.901 -0.166
H -0.823 -2.495 -0.493
Cl -0.867 4.693 -6.545
C -0.419 3.570 -5.304
C 0.747 2.844 -5.408
Cl 1.777 3.037 -6.789
C 1.098 1.949 -4.399
Cl 2.528 0.976 -4.537
C 0.312 1.795 -3.274
O 0.555 0.945 -2.294
C -0.901 2.521 -3.183
O -1.673 2.261 -2.148
C -1.245 3.396 -4.196
Cl -2.759 4.225 -4.063
C 1.866 3.528 -0.301
Si 1.797 2.763 1.422
C 3.465 3.095 2.237
C 0.498 3.712 2.396
Si 1.201 0.515 1.241
Si 3.098 -0.606 0.492
C 4.518 -0.806 1.721
C 3.824 0.237 -1.021
C 2.602 -2.371 0.002
Si 0.859 -0.218 3.427
C 0.650 -2.102 3.487
C -0.676 0.601 4.174
C 2.241 0.163 4.658
H 2.019 4.610 -0.242
H 0.936 3.360 -0.852
H 2.669 3.098 -0.903
H 3.658 4.173 2.272
H 4.280 2.623 1.683
H 3.490 2.712 3.258
H 0.704 4.786 2.355
H 0.485 3.410 3.446
H -0.505 3.541 1.997
H 4.870 0.165 2.076
H 5.358 -1.319 1.240
H 4.222 -1.394 2.591
H 4.422 1.105 -0.728
H 3.039 0.586 -1.692
H 4.478 -0.445 -1.575
H 2.562 -3.023 0.880
H 3.315 -2.802 -0.709
H 1.611 -2.389 -0.457
H 0.321 -2.517 2.534
H -0.078 -2.394 4.252
H 1.603 -2.577 3.737
H -1.400 0.907 3.419
H -0.389 1.503 4.720
H -1.180 -0.069 4.878
H 3.193 -0.274 4.354
H 1.981 -0.241 5.644
H 2.388 1.239 4.764
C -2.676 -1.668 -5.541
O -2.598 -1.802 -4.120
P -1.786 -0.642 -3.313
O -0.698 -1.525 -2.457
C 0.522 -1.884 -3.131
O -2.729 -0.557 -1.950
C -3.976 0.168 -2.059
H -3.687 -1.930 -5.848
H -1.968 -2.348 -6.015
H -2.455 -0.647 -5.859
H 0.713 -2.933 -2.915
H 1.329 -1.251 -2.772
H 0.429 -1.751 -4.211
H -4.541 -0.061 -1.159
H -4.525 -0.174 -2.936
H -3.779 1.239 -2.128
*
```

Properties
energy	-155767.7007	eV
E_HOMO (spin up / spin down)	-0.16918 / -0.16639	Eh
frontier orbital gap (spin up / spin down)	6.392 / 6.317	eV